Entry 1:
{"formula": "H10O5", "method": "wB97M-V/def2-TZVPD", "species": ["O", "O", "O", "O", "O", "H", "H", "H", "H", "H", "H", "H", "H", "H", "H"], "positions_angstrom": [[0.413197, 1.515089, 2.065992], [-0.445007, -1.727471, -2.608619], [-0.196361, -0.252974, -0.157877], [-2.351502, 1.923511, 1.077682], [2.795878, -0.539686, 0.393621], [0.474052, 1.132340, 1.177219], [1.949053, -0.271093, 0.017488], [0.740168, 0.823791, 2.648214], [2.618913, -1.402541, 0.778398], [-0.320651, -0.473573, -1.094853], [-0.951922, -0.641930, 0.294733], [-2.119407, 1.840073, 0.148712], [-0.088902, -2.545210, -2.968235], [-1.497440, 2.000431, 1.526355], [-1.020062, -1.380752, -3.298830]], "forces_ev_per_angstrom": [[-0.083, 0.076, -0.203], [-0.184, 0.145, -0.145], [0.004, 0.160, -0.235], [-0.043, -0.022, -0.063], [0.038, 0.054, -0.003], [0.031, -0.035, 0.166], [-0.058, -0.126, 0.050], [0.045, 0.028, 0.026], [-0.005, -0.017, -0.018], [0.134, -0.243, 0.168], [-0.009, 0.064, 0.063], [-0.001, 0.036, -0.015], [0.084, -0.001, 0.085], [0.031, -0.078, 0.150], [0.015, -0.041, -0.026]], "mulliken_charge": [-0.669, -0.619, -0.646, -0.657, -0.638, 0.359, 0.329, 0.314, 0.309, 0.352, 0.302, 0.301, 0.294, 0.365, 0.304], "lumo_ev": 0.1, "total_energy_ha": -382.19589, "e_above_lowest_ev": 0.770, "gap_ev": 10.97, "smiles": "O.O.O.O.O"}



Entry 2:
{"formula": "H10O5", "method": "wB97M-V/def2-TZVPD", "species": ["O", "O", "O", "O", "O", "H", "H", "H", "H", "H", "H", "H", "H", "H", "H"], "positions_angstrom": [[0.195791, -1.436929, -2.526223], [0.701885, 2.552384, -0.691564], [0.891393, -0.367124, -0.173506], [0.170734, -0.179511, 2.893960], [-1.835786, -0.045904, 0.368775], [1.200039, 1.724891, -0.593213], [-0.752689, -1.398864, -2.575236], [0.060401, 0.076256, 3.836036], [1.536009, -0.771824, 0.411420], [-1.899059, 0.481783, 1.182542], [0.464498, -1.005213, -3.337266], [-0.418932, -0.917586, 2.861929], [-0.236372, 2.441192, -0.950330], [0.813818, -0.924235, -0.940180], [-0.891731, -0.229317, 0.232856]], "forces_ev_per_angstrom": [[0.342, -0.210, -0.226], [-0.171, 0.742, -0.198], [0.295, 0.593, 0.920], [0.209, 0.810, 1.344], [-0.407, 0.107, 0.267], [-1.119, -0.065, -0.143], [-0.802, -0.076, 0.234], [0.401, 0.101, -0.858], [-0.035, -0.003, 0.192], [0.287, -0.280, -0.509], [0.363, 0.146, -0.197], [-0.622, -0.937, -0.499], [1.177, -0.679, 0.374], [-0.017, -0.526, -1.003], [0.100, 0.278, 0.302]], "mulliken_charge": [-0.697, -0.654, -0.677, -0.609, -0.647, 0.341, 0.332, 0.291, 0.301, 0.316, 0.319, 0.319, 0.308, 0.386, 0.371], "lumo_ev": 0.5, "total_energy_ha": -382.19106, "e_above_lowest_ev": 0.901, "gap_ev": 11.06, "smiles": "O.O.O.O.O"}



Entry 3:
{"formula": "H10O5", "method": "wB97M-V/def2-TZVPD", "species": ["O", "O", "O", "O", "O", "H", "H", "H", "H", "H", "H", "H", "H", "H", "H"], "positions_angstrom": [[3.462363, 11.018601, 3.877741], [1.731490, 12.821649, 6.394875], [1.301919, 11.042576, 7.481310], [6.047608, 11.982523, 5.783172], [4.073216, 11.796112, 5.858488], [6.415818, 11.628160, 6.592542], [2.162712, 10.657391, 7.317286], [3.835618, 11.057932, 2.997195], [1.974255, 13.243961, 7.218868], [5.114821, 11.773348, 5.832121], [1.320853, 11.879189, 7.016594], [2.324734, 13.201349, 5.746711], [2.767781, 10.362973, 3.814903], [3.973314, 11.469757, 4.964209], [3.176854, 11.894800, 6.179477]], "forces_ev_per_angstrom": [[-1.187, -1.156, -3.454], [1.023, 5.455, -2.580], [-0.930, -3.510, 2.460], [7.850, 0.746, -0.619], [-9.863, 0.561, 2.779], [0.440, -0.031, 0.000], [0.081, -0.323, 0.199], [0.344, 0.149, -0.309], [0.188, 0.695, 0.412], [3.534, 0.088, 1.265], [-1.106, -2.259, 0.289], [-0.040, 0.587, -0.666], [-0.281, -0.304, 0.245], [-0.184, -0.316, -0.501], [0.130, -0.380, 0.480]], "mulliken_charge": [-0.548, -0.743, -0.778, -0.786, -0.785, 0.225, 0.283, 0.294, 0.374, 0.649, 0.500, 0.360, 0.292, 0.420, 0.242], "lumo_ev": 0.0, "total_energy_ha": -382.00194, "e_above_lowest_ev": 6.047, "gap_ev": 9.10}



Entry 4:
{"formula": "H10O9SZn", "method": "wB97M-V/def2-TZVPD", "species": ["Zn", "S", "O", "O", "O", "O", "O", "O", "O", "O", "O", "H", "H", "H", "H", "H", "H", "H", "H", "H", "H"], "positions_angstrom": [[-11.272909, -2.146157, 7.686796], [-9.608540, -0.356778, 5.540910], [-10.646895, -0.905230, 6.402828], [-8.390003, -1.024904, 5.929046], [-13.265474, -2.153240, 7.013426], [-9.441406, 1.063160, 5.736670], [-9.824235, -0.691640, 4.123081], [-10.437971, -3.595046, 6.525328], [-11.874377, -3.622462, 8.984394], [-9.421315, -2.327854, 8.765301], [-11.509682, -0.592729, 9.027878], [-11.180161, 0.278610, 8.807874], [-11.244402, -0.726960, 9.937726], [-10.354506, -3.712648, 5.579052], [-12.523884, -3.827358, 9.657002], [-11.723571, -4.454126, 8.535149], [-9.211190, -2.120096, 9.675751], [-13.786751, -2.909905, 6.745166], [-9.911741, -4.300249, 6.902146], [-13.885148, -1.423700, 7.016127], [-8.570041, -2.436867, 8.341406]], "forces_ev_per_angstrom": [[0.064, 0.779, -0.093], [0.729, 0.919, -1.070], [-2.195, 0.364, 0.260], [2.052, -1.070, 0.184], [-0.126, -0.120, 0.017], [-0.428, 0.281, -0.072], [-0.233, 0.013, 0.471], [0.005, -1.053, 0.114], [0.059, -0.481, 0.179], [0.266, -0.342, 0.203], [-0.514, -0.012, 0.507], [0.165, 0.450, -0.533], [-0.110, -0.041, 0.404], [-0.108, 0.394, -0.599], [-0.381, 0.257, 0.317], [0.106, -0.467, -0.092], [-0.016, 0.017, 0.336], [-0.043, -0.377, -0.135], [0.342, -0.248, 0.182], [-0.016, 0.553, -0.023], [0.382, 0.185, -0.557]], "mulliken_spin": [0.002, -0.106, -0.010, 0.397, 0.000, 0.288, 0.432, -0.001, 0.000, 0.001, 0.000, 0.000, 0.000, 0.000, 0.000, 0.000, 0.000, 0.000, 0.000, 0.000, 0.000], "lumo_ev": [-4.0, -5.8], "total_energy_ha": -2860.42953, "gap_ev": [9.60, 7.36], "total_charge": 1, "multiplicity": 2, "s_squared": 0.7639}